1.
The following is a quantum chemistry calculation of C9H24IN6O3PV as an isolated structure in a non-equilibrium geometry, from the OMol25 dataset.

The geometry in XYZ format:
```
45
Properties=species:S:1:pos:R:3:forces:R:3
V 0.585072 0.842487 0.128637 -0.476 0.238 0.147
N 0.560335 0.310166 2.456397 -0.127 -0.224 -0.048
N 1.886258 0.560382 2.889791 0.228 0.034 -0.470
C 2.838018 0.650371 1.910247 0.382 0.259 1.346
N 4.054970 1.085225 2.186910 -0.360 -0.181 -0.194
N 2.410875 0.216571 0.732951 0.038 0.402 -1.232
N 2.753380 0.851591 -0.445919 0.571 0.644 -0.801
O 3.680103 1.666135 -0.587288 -1.984 -1.709 0.175
O 1.865024 0.455709 -1.376400 1.442 0.440 0.962
H -0.071124 0.853814 3.041482 0.043 -0.004 -0.067
H 0.330883 -0.676697 2.569526 0.004 0.008 0.055
H 2.127616 0.365062 3.851493 0.083 -0.001 0.007
H 4.309423 1.424759 3.100419 0.002 0.037 0.059
H 4.745136 1.112684 1.448962 0.018 0.025 0.020
C -2.461459 -1.094482 1.321099 -0.004 0.006 -0.030
C -2.264636 -1.450436 -0.152512 -0.015 0.000 0.017
P -0.575520 -1.148060 -0.791044 0.071 0.272 0.147
C -0.775949 -0.973463 -2.595062 -0.034 -0.065 0.013
C -1.473810 -2.145297 -3.285417 0.027 0.052 -0.059
C 0.355637 -2.699958 -0.571384 0.003 -0.044 -0.024
C 0.693764 -3.046744 0.877006 -0.022 -0.036 -0.035
H -3.492156 -1.272363 1.624264 -0.010 -0.003 -0.002
H -2.247743 -0.036760 1.499536 0.011 -0.008 -0.004
H -1.832194 -1.698622 1.976200 0.019 -0.006 0.007
H -2.936134 -0.846793 -0.768007 -0.003 -0.002 -0.010
H -2.525865 -2.493643 -0.341538 -0.016 -0.006 0.016
H 0.222356 -0.808482 -3.007389 0.006 -0.030 -0.006
H -1.329359 -0.043555 -2.754429 -0.017 -0.006 0.018
H -0.901803 -3.067373 -3.194331 0.009 -0.002 -0.007
H -1.579152 -1.931778 -4.347802 -0.017 -0.030 -0.015
H -2.471941 -2.321107 -2.884374 -0.002 0.011 0.004
H 1.270835 -2.590685 -1.158785 0.010 -0.007 -0.008
H -0.221900 -3.504336 -1.031099 0.015 -0.023 0.018
H 1.337680 -2.285563 1.323533 0.009 0.022 0.014
H 1.238485 -3.988534 0.920139 0.007 -0.003 0.008
H -0.200616 -3.168904 1.489436 -0.001 0.006 -0.003
N -2.495096 3.562321 -0.962970 -0.116 0.050 -0.034
C -1.301799 3.114503 -0.643611 0.140 -0.320 0.106
O -1.122340 1.901383 -0.365148 0.048 0.238 -0.040
C -0.159846 4.096656 -0.665739 0.004 -0.028 -0.009
I 1.179272 3.674110 0.937971 0.009 -0.014 -0.080
H -3.274309 2.919608 -1.008300 0.015 0.015 -0.003
H -2.661467 4.530251 -1.191851 -0.006 -0.019 0.004
H -0.479577 5.129612 -0.569696 0.002 0.001 0.013
H 0.410664 3.970217 -1.585903 -0.007 0.014 0.024
```
Positions in Å, forces in eV/Å.

## Properties
Net charge: +2
Energy, a.u.: -2494.01376
Spin multiplicity: 2

Löwdin charges in e: V 0.58; N 0.03; N 0.03; C -0.43; N 0.27; N 0.02; N -0.38; O 0.07; O -0.14; H 0.13; H 0.10; H 0.17; H 0.15; H 0.14; C -0.14; C -0.36; P 0.92; C -0.38; C -0.12; C -0.36; C -0.13; H 0.09; H 0.05; H 0.05; H 0.09; H 0.10; H 0.08; H 0.08; H 0.07; H 0.08; H 0.07; H 0.10; H 0.09; H 0.04; H 0.09; H 0.07; N 0.25; C -0.57; O -0.16; C -0.45; I 1.16; H 0.15; H 0.15; H 0.07; H 0.09

---

2.
The following is a quantum chemistry calculation of one molecule with the formula C4H6N2O2 in a non-equilibrium geometry, from the OMol25 dataset.

The geometry in XYZ format:
```
14
Properties=species:S:1:pos:R:3:forces:R:3
C -1.403195 1.168159 -0.342315 -2.665 -0.296 0.540
O -0.980406 0.755269 -1.670838 2.091 0.340 0.394
C 0.404433 0.507016 -1.887975 -3.464 0.189 -1.884
N 1.178407 -0.119676 -1.141175 1.467 -0.602 1.628
O 0.551402 -0.311356 0.091792 -2.554 1.201 -1.505
C 1.137572 -1.132330 0.985994 2.649 -1.674 -0.594
C 0.231967 -1.225581 2.129722 1.143 0.438 -1.006
N -0.592912 -1.228732 2.910088 -0.902 -0.150 1.135
H -2.366824 1.812078 -0.383621 1.878 -0.850 -0.549
H -0.646111 1.619518 0.232448 0.976 1.272 0.051
H -1.661142 0.343869 0.359960 -0.086 -0.032 -1.128
H 0.713366 0.638433 -2.954682 -0.358 0.193 1.203
H 1.304450 -2.166758 0.570241 -0.158 0.730 0.432
H 2.128992 -0.659910 1.100361 -0.016 -0.758 1.283
```
Positions in Å, forces in eV/Å.

## Properties
Energy, a.u.: -415.86808
Spin multiplicity: 1
SMILES: CO/C=N\OCC#N

Löwdin charges in e: C -0.09; O -0.10; C -0.17; N 0.10; O -0.22; C -0.23; C -0.17; N 0.17; H 0.12; H 0.06; H 0.08; H 0.15; H 0.14; H 0.14

---

3.
The following is a quantum chemistry calculation of C50H40BrClF4N2P3PbS2 as an isolated structure, from the OMol25 dataset.

The geometry in XYZ format:
```
104
Properties=species:S:1:pos:R:3:forces:R:3
Pb 0.008717 0.264754 -0.220725 0.120 -0.228 -0.118
S -0.386611 -0.928759 2.252518 0.042 0.047 0.017
P 1.070556 -2.191217 2.833815 -0.145 0.075 -0.009
C 2.594473 -2.113189 1.943146 0.283 -0.079 -0.097
P 2.804102 -1.585072 0.260964 -0.221 0.182 0.092
S 1.119554 -1.999803 -0.911428 0.111 -0.054 -0.084
C 3.868444 -2.429105 2.625975 -0.109 -0.016 -0.006
C 4.995392 -1.623722 2.434758 0.050 0.069 0.031
C 6.201907 -1.934002 3.042294 -0.033 0.024 -0.020
C 6.308415 -3.050151 3.858500 -0.030 -0.028 0.006
C 5.197575 -3.860066 4.055192 0.040 0.031 -0.017
C 3.993770 -3.554732 3.444175 -0.046 -0.062 0.017
C 4.021004 -2.762750 -0.390414 0.079 -0.007 -0.118
C 5.051687 -2.277256 -1.186246 0.065 0.021 -0.003
C 5.979606 -3.154370 -1.732236 -0.035 -0.048 0.038
C 5.876681 -4.514146 -1.480378 -0.004 0.006 -0.005
C 4.845488 -5.002178 -0.685082 0.023 0.034 -0.011
C 3.917801 -4.129843 -0.143192 -0.062 -0.026 0.042
C 0.470724 -3.897025 2.719925 -0.059 -0.087 -0.044
C -0.095964 -4.288986 1.506359 -0.001 0.028 0.009
C -0.524820 -5.593313 1.325809 0.009 -0.005 0.030
C -0.400182 -6.515872 2.357102 0.014 0.037 0.007
C 0.168276 -6.132825 3.563456 -0.019 0.000 -0.033
C 0.608901 -4.829207 3.745585 0.034 -0.020 0.029
C 1.340540 -1.817919 4.579565 0.081 0.040 0.023
C 0.352580 -2.175116 5.496964 -0.051 0.018 0.006
C 0.480600 -1.826101 6.831515 0.021 0.006 -0.033
C 1.592516 -1.110913 7.257799 -0.015 -0.006 0.006
C 2.558908 -0.721548 6.342421 -0.018 -0.007 -0.008
C 2.429995 -1.061823 5.003733 0.011 -0.063 0.055
H 4.915774 -0.729652 1.826810 -0.004 -0.009 0.000
H 7.059200 -1.293611 2.882533 0.010 0.005 0.001
H 7.248938 -3.288297 4.335984 0.011 -0.007 0.006
H 5.270860 -4.740901 4.678853 0.005 -0.013 0.014
H 3.149288 -4.217378 3.579699 -0.009 0.002 0.004
H 5.126386 -1.213344 -1.376302 -0.031 -0.017 -0.001
H 6.783553 -2.774726 -2.348086 0.018 0.003 -0.011
H 6.600751 -5.198364 -1.902195 0.012 -0.007 -0.003
H 4.768342 -6.062904 -0.487459 -0.003 -0.018 0.000
H 3.112212 -4.506981 0.479018 0.016 0.008 -0.027
H -0.182472 -3.570331 0.698988 -0.017 -0.056 0.046
H -0.955062 -5.888526 0.377667 -0.014 -0.005 -0.027
H -0.741809 -7.532762 2.218945 0.000 -0.019 0.001
H 0.271654 -6.849676 4.366763 0.002 -0.004 0.012
H 1.059818 -4.549592 4.689159 -0.004 0.006 -0.011
H -0.525498 -2.719418 5.170127 0.012 0.005 -0.012
H -0.285870 -2.117481 7.536711 -0.003 0.005 0.019
H 1.700507 -0.854124 8.303431 0.003 0.010 0.004
H 3.420272 -0.153383 6.668160 0.007 0.007 0.008
H 3.188618 -0.747042 4.301973 -0.001 0.002 -0.020
F -6.283859 1.766061 -4.882706 0.055 -0.023 0.040
C -5.436215 1.142119 -4.081031 -0.052 0.027 -0.054
C -5.833358 0.006890 -3.401330 -0.044 -0.013 -0.003
F -7.063240 -0.461298 -3.554467 0.036 0.008 0.015
C -4.932131 -0.636075 -2.569419 -0.137 -0.029 -0.054
F -5.361789 -1.738275 -1.955239 0.035 0.026 0.008
C -3.637098 -0.177272 -2.377997 0.041 0.049 -0.016
P -2.495339 -1.102995 -1.287542 0.166 0.032 0.173
C -3.453620 -1.369694 0.229496 -0.069 0.084 -0.021
C -3.226251 -2.485642 1.028787 0.086 -0.054 0.004
C -3.853243 -2.604120 2.259993 -0.007 0.032 -0.023
C -4.696671 -1.600959 2.712007 -0.001 0.002 0.002
C -4.906781 -0.471224 1.932377 0.027 -0.011 -0.021
C -4.286413 -0.353353 0.698124 -0.014 -0.019 0.051
C -2.321050 -2.684943 -2.153557 0.055 0.010 -0.001
C -3.106771 -3.809661 -1.919004 -0.120 -0.035 -0.018
C -2.894649 -4.965468 -2.655636 0.040 0.041 -0.010
C -1.907303 -5.000673 -3.631723 0.008 -0.006 0.008
C -1.128399 -3.878694 -3.876542 -0.025 -0.004 0.023
C -1.329363 -2.726893 -3.132923 0.038 -0.046 -0.019
C -3.256931 0.964794 -3.088993 0.035 0.030 -0.032
Br -1.512143 1.697321 -3.022697 -0.022 -0.053 0.026
C -4.142618 1.616731 -3.927317 -0.064 -0.009 -0.006
F -3.787075 2.699711 -4.609453 0.022 -0.010 0.024
H -2.544219 -3.262915 0.706085 -0.045 0.031 -0.001
H -3.669377 -3.480403 2.867554 -0.005 -0.014 0.010
H -5.189476 -1.695673 3.670233 0.003 0.000 0.013
H -5.559488 0.317949 2.281314 -0.013 -0.001 0.004
H -4.464110 0.532166 0.098429 0.002 0.006 -0.017
H -3.898255 -3.781755 -1.181421 0.035 -0.002 -0.012
H -3.510292 -5.835870 -2.474042 -0.008 -0.020 0.003
H -1.745262 -5.905314 -4.202303 -0.005 -0.006 -0.013
H -0.358036 -3.902182 -4.634930 0.011 -0.012 -0.010
H -0.704342 -1.858285 -3.312222 -0.013 -0.002 0.013
N 3.152040 0.450121 -2.334159 -0.009 0.133 0.054
N 2.306194 1.348726 -1.610650 0.010 0.042 -0.014
H 3.720090 0.945985 -3.012281 -0.058 -0.037 -0.053
H 2.570613 -0.230423 -2.806998 0.006 -0.034 0.050
H 1.967642 2.109853 -2.195830 0.069 -0.004 0.005
H 2.860060 1.760930 -0.865168 -0.089 -0.093 -0.025
Cl 2.438208 2.693314 1.785038 -0.028 -0.032 0.174
C 1.111916 2.443992 2.895669 0.189 -0.036 0.063
C 1.388702 2.093629 4.198839 0.024 0.009 -0.081
C 0.341160 1.827754 5.073446 -0.070 0.010 0.007
C -0.979747 1.906400 4.632869 0.101 0.015 -0.081
C -1.246266 2.258462 3.329621 -0.003 0.009 0.115
C -0.207510 2.562003 2.417964 -0.117 -0.103 -0.292
C -0.503449 2.898498 1.083841 -0.313 0.532 0.219
H 2.417330 2.019296 4.523342 0.000 -0.003 0.025
H 0.559654 1.549341 6.094560 0.012 -0.026 0.022
H -1.794288 1.683585 5.307749 0.003 -0.003 0.033
H -2.268974 2.310981 2.977091 -0.007 0.019 -0.010
H 0.224514 3.372577 0.442956 0.081 -0.140 -0.045
H -1.543919 2.990717 0.797849 0.003 -0.046 -0.055
```
Positions in Å, forces in eV/Å.

## Properties
Net charge: +1
Energy, a.u.: -7485.59347
Spin multiplicity: 1

Löwdin atomic charge list, values in e, 99 entries: Pb 0.76; S 0.30; P 0.60; C -0.49; P 0.62; S 0.13; C -0.35; C -0.07; C -0.06; C -0.07; C -0.06; C -0.04; C -0.44; C -0.11; C -0.07; C -0.07; C -0.07; C -0.09; C -0.33; C -0.12; C -0.06; C -0.06; C -0.06; C -0.10; C -0.34; C -0.10; C -0.06; C -0.07; C -0.07; C -0.08; H 0.10; H 0.11; H 0.11; H 0.11; H 0.10; H 0.09; H 0.11; H 0.11; H 0.11; H 0.11; H 0.02; H 0.11; H 0.11; H 0.11; H 0.10; H 0.11; H 0.11; H 0.11; H 0.11; H 0.10; F 0.16; C -0.13; C -0.13; F 0.15; C -0.21; F 0.12; C -0.31; P 1.00; C -0.39; C -0.13; C -0.07; C -0.07; C -0.07; C -0.09; C -0.37; C -0.09; C -0.06; C -0.07; C -0.06; C -0.14; C -0.57; Br 0.80; C -0.26; F 0.09; H 0.09; H 0.11; H 0.11; H 0.11; H 0.11; H 0.10; H 0.11; H 0.11; H 0.11; H 0.08; N -0.07; N -0.15; H 0.08; H 0.04; H 0.07; H 0.03; Cl 0.70; C -0.60; C -0.11; C -0.06; C -0.07; C -0.06; C -0.40; C -0.08; H 0.11

---

Question: Which formula does entry 2 have?
Answer: C4H6N2O2

---

Question: The highest energy belongs to which entry?
Answer: C4H6N2O2

---

Question: Which of these has the highest spin multiplicity?
Answer: C9H24IN6O3PV

---

What did the second record say?
The following is a quantum chemistry calculation of one molecule with the formula C4H6N2O2 in a non-equilibrium geometry, from the OMol25 dataset.

The geometry in XYZ format:
```
14
Properties=species:S:1:pos:R:3:forces:R:3
C -1.403195 1.168159 -0.342315 -2.665 -0.296 0.540
O -0.980406 0.755269 -1.670838 2.091 0.340 0.394
C 0.404433 0.507016 -1.887975 -3.464 0.189 -1.884
N 1.178407 -0.119676 -1.141175 1.467 -0.602 1.628
O 0.551402 -0.311356 0.091792 -2.554 1.201 -1.505
C 1.137572 -1.132330 0.985994 2.649 -1.674 -0.594
C 0.231967 -1.225581 2.129722 1.143 0.438 -1.006
N -0.592912 -1.228732 2.910088 -0.902 -0.150 1.135
H -2.366824 1.812078 -0.383621 1.878 -0.850 -0.549
H -0.646111 1.619518 0.232448 0.976 1.272 0.051
H -1.661142 0.343869 0.359960 -0.086 -0.032 -1.128
H 0.713366 0.638433 -2.954682 -0.358 0.193 1.203
H 1.304450 -2.166758 0.570241 -0.158 0.730 0.432
H 2.128992 -0.659910 1.100361 -0.016 -0.758 1.283
```
Positions in Å, forces in eV/Å.

## Properties
Energy, a.u.: -415.86808
Spin multiplicity: 1
SMILES: CO/C=N\OCC#N

Löwdin charges in e: C -0.09; O -0.10; C -0.17; N 0.10; O -0.22; C -0.23; C -0.17; N 0.17; H 0.12; H 0.06; H 0.08; H 0.15; H 0.14; H 0.14